The following is a quantum chemistry calculation of one molecule with the formula C4H6N2 in a non-equilibrium geometry, from OMol25.

CARTESIAN COORDINATES (ANGSTROEM)
N  1.0559  -0.0428  1.2156
N  -0.7092  -1.4459  -0.4626
C  0.0093  -0.4030  -1.0310
C  1.1129  0.3357  -0.1785
C  0.0470  0.8627  0.7093
C  -1.0577  0.1443  -0.1575
H  -0.0203  -0.3922  -2.1204
H  -0.0901  1.8336  1.1800
H  0.7050  -0.9985  1.3363
H  -1.0662  -1.2704  0.5912
H  -1.9923  0.5671  -0.5079
H  2.0057  0.8095  -0.5745

Forces on atoms 1 to 3 (eV/Å):
N -0.15 -0.41 0.02
N -2.31 0.00 3.08
C 0.44 1.35 -0.09

Output
SMILES: N1[C@H]2[C@@H]1[C@H]1N[C@@H]21
LUMO level: 1.2 eV
Spin multiplicity: 1
HOMO-LUMO gap: 0.36821 hartree
E_HOMO: -8.82 eV